The following is a quantum chemistry calculation of a cluster of 3 separate species, C23H45FN3O4 in total, from the OMol25 dataset.

Geometry as XYZ:
```
76
Properties=species:S:1:pos:R:3:forces:R:3:lowdin_charge:R:1
C -0.14113 4.82010 4.66245 -0.2 -0.4 -0.7 -0.1293
C -0.83580 3.44147 4.14587 -0.9 1.0 0.4 -0.2642
C -1.19622 2.46296 5.37395 0.5 0.5 0.2 -0.2136
C -0.04286 1.41449 5.77103 -0.9 -0.9 0.1 -0.2055
C 0.44766 0.45994 4.56470 0.5 -0.3 -0.1 -0.2141
C 2.08389 0.34422 4.60262 -2.2 0.1 -0.5 -0.1936
C 2.64249 1.79629 4.19278 1.6 -0.5 0.7 -0.1791
C 3.82783 1.74921 3.06360 -0.9 1.4 0.4 -0.1112
C 3.24372 1.35105 1.62039 1.3 1.4 -1.0 -0.2313
O 1.79234 1.31231 1.59944 0.7 -0.6 -1.7 -0.1363
C 1.28836 1.37332 0.21671 -0.5 -0.5 0.4 -0.0475
C 2.20076 0.48971 -0.77574 -2.7 0.7 -0.1 -0.2137
O 3.12878 1.26623 -1.59895 -2.6 0.0 -2.4 -0.0026
C 2.36644 1.62136 -2.76446 -1.5 1.4 -1.8 -0.1885
N 1.67022 1.98083 -3.69557 3.9 -2.1 5.2 0.2036
N 2.92549 -0.57237 0.04270 -0.3 0.5 -1.6 0.0413
C 3.40096 -1.60973 -0.92953 1.4 -3.4 -1.7 -0.2266
C 4.93973 -2.02473 -0.86584 0.3 0.4 -0.4 -0.0104
F 2.62921 -2.82860 -0.67419 1.1 2.5 0.0 -0.0291
C 3.94205 0.00788 0.97683 -0.4 1.3 2.8 -0.2282
N 4.15060 -0.99086 2.08181 1.4 -0.2 -1.9 0.0857
H -0.33401 5.62979 3.85263 0.4 -1.2 1.6 0.0773
H -0.64595 5.11683 5.66302 1.0 -0.3 -1.8 0.0808
H 1.00633 4.71299 4.77867 -1.9 0.2 0.0 0.0667
H -1.84706 3.76803 3.67507 1.7 -0.6 0.7 0.1091
H -0.23233 2.95553 3.30311 -0.8 0.6 1.3 0.0720
H -2.20169 1.94917 5.15762 1.7 0.5 0.3 0.1126
H -1.35774 3.14531 6.30111 0.1 -1.2 -1.6 0.1109
H 0.85693 1.92152 6.28218 -1.4 -0.6 -1.0 0.1124
H -0.50628 0.71031 6.57073 0.9 1.3 -1.2 0.1169
H 0.12076 0.84938 3.51935 0.6 -0.5 1.8 0.0884
H -0.00053 -0.60661 4.63383 0.6 1.8 0.1 0.1096
H 2.35329 0.00231 5.66240 -0.1 0.7 -1.6 0.1170
H 2.34421 -0.50151 3.87779 0.1 1.4 0.9 0.0819
H 3.14355 2.23597 5.14328 -0.8 -0.5 -1.7 0.1251
H 1.82318 2.53961 3.87463 1.2 -1.4 0.4 0.0930
H 4.18600 2.85316 2.98673 -0.5 -1.9 -0.1 0.1270
H 4.74120 1.15306 3.40479 -1.6 0.5 -0.6 0.1186
H 3.55103 2.20624 0.89058 -0.5 -1.3 1.1 0.1608
H 0.24361 0.87090 0.22368 1.7 0.8 0.1 0.1618
H 1.12310 2.45087 -0.14710 0.7 -1.5 0.4 0.1659
H 1.48525 -0.05343 -1.49774 1.2 0.6 1.2 0.1666
H 2.19444 -1.03356 0.64040 0.5 0.5 -0.4 0.2182
H 3.15925 -1.33424 -2.02604 0.2 -0.1 2.0 0.1814
H 5.13568 -2.74659 -1.74301 -0.5 1.2 1.4 0.1204
H 5.60222 -1.08877 -1.03360 -1.1 -1.5 0.2 0.1111
H 5.27812 -2.53758 0.09736 -0.8 0.7 -1.3 0.0961
H 4.90591 0.38795 0.49458 -1.5 -1.0 0.2 0.1772
H 3.76156 -1.92201 1.83783 0.2 0.7 0.2 0.0972
H 5.18281 -1.15523 2.07937 -1.1 0.0 0.5 0.1107
C -0.18023 -2.72100 -2.50765 0.5 0.0 -0.1 -0.2003
C -1.12340 -1.60823 -2.90712 -0.2 0.4 0.3 -0.1851
C -1.97415 -2.28191 -3.96494 -0.2 -0.1 -0.4 -0.1924
O -2.04095 -3.67203 -3.62051 0.3 0.3 0.2 -0.1230
C -1.07609 -3.94063 -2.59533 -0.4 -0.3 0.1 -0.1954
H 0.26283 -2.58810 -1.51819 -0.1 -0.1 0.0 0.0869
H 0.63174 -2.80015 -3.23933 0.0 0.0 0.1 0.1173
H -1.74595 -1.32443 -2.05154 0.0 0.0 -0.1 0.1178
H -0.61756 -0.71181 -3.27355 -0.1 0.0 -0.1 0.1039
H -1.51283 -2.20410 -4.95507 0.0 0.1 0.0 0.1260
H -2.98337 -1.86739 -4.01755 0.1 -0.1 0.0 0.1046
H -1.61934 -4.10203 -1.65798 0.1 0.0 0.0 0.1222
H -0.52382 -4.85093 -2.83887 -0.1 0.0 0.0 0.1229
C -7.11776 -2.09762 -5.52101 -0.2 -0.3 -0.3 -0.1769
C -5.72793 -1.74793 -5.04049 0.3 -0.1 0.4 -0.1957
C -5.49571 -0.40205 -5.69811 0.0 0.2 -0.3 -0.2126
O -6.77752 0.22768 -5.81782 0.1 -0.3 0.1 -0.1366
C -7.79590 -0.74233 -5.53572 -0.2 0.3 0.2 -0.2031
H -7.63162 -2.82425 -4.88914 0.0 0.1 -0.1 0.1161
H -7.06819 -2.50201 -6.53753 0.0 0.0 0.1 0.1187
H -5.72968 -1.63599 -3.95069 0.0 0.0 -0.1 0.1154
H -4.97125 -2.48866 -5.30637 -0.1 0.0 0.0 0.1085
H -5.08374 -0.51796 -6.70632 0.1 0.0 0.0 0.1188
H -4.82471 0.23787 -5.11909 -0.1 0.1 -0.1 0.1125
H -8.22460 -0.50259 -4.55660 -0.1 -0.1 0.0 0.1175
H -8.58560 -0.67588 -6.28733 0.1 0.1 0.0 0.1193
```
Forces are in eV/Å.

Values from the calculation:
2S+1   1
M   446.628 g/mol
Net charge   +1
Highest occupied orbital energy   -10.8 eV